[1]
Below is a 2-piece molecular cluster, C9H10N2O3S overall, with properties calculated with ωB97M-V/def2-TZVPD.

Element x y z (Å)
C  -1.9908  -0.7789  1.1452
C  -0.7844  -1.3744  -0.8760
C  -2.9020  -1.7556  0.8914
C  -1.7039  -2.3514  -1.1270
C  -0.8902  -0.5357  0.2717
C  -2.7786  -2.5629  -0.2533
C  2.0837  -1.6282  2.0376
C  1.9256  1.9092  0.0228
C  -0.0228  0.5043  0.5381
N  -3.7164  -3.5667  -0.5179
N  1.1971  0.6678  -0.2733
O  -4.6402  -3.7279  0.2753
O  2.6389  -1.2983  1.0651
O  -3.5772  -4.2468  -1.5328
S  1.3474  -1.9977  3.3328
H  -2.0813  -0.1587  2.0251
H  0.0383  -1.2500  -1.5705
H  -3.7337  -1.9363  1.5551
H  -1.6202  -2.9827  -1.9993
H  1.2642  2.7633  -0.1191
H  2.2531  1.8886  1.0606
H  2.7969  2.0125  -0.6228
H  -0.0166  1.0344  1.4699
H  0.9175  0.6441  -1.2603
H  1.8421  -0.1372  -0.1114

Computed properties:
SMILES: C[NH2+]C=C1C=CC(=[N+]([O-])[O-])C=C1.O=C=S
Energy (eV): -29448.8810
F_max (eV Å⁻¹): 1.455

These are the Löwdin partial charges, in e, on atoms 1 to 5: number 1, C, carries -0.06; number 2, C, carries -0.06; number 3, C, carries -0.01; number 4, C, carries -0.01; number 5, C, carries -0.28

---

[2]
Below is an isolated molecule of C9H10N2O5S, with properties calculated with ωB97M-V/def2-TZVPD.

Element x y z (Å)
O  -0.1443  0.9359  -4.6482
O  1.2666  2.4344  -1.4822
O  -0.6725  1.7935  0.8931
O  1.6309  1.1757  1.5422
O  0.2487  -0.8069  -1.1996
N  -1.6518  -2.7841  3.2577
C  -0.2839  1.8198  -3.8943
C  0.6109  1.4008  -1.6416
C  -0.5620  -2.0622  3.6904
C  -2.1166  -2.3919  2.0747
C  0.0572  -1.0785  2.9973
C  -1.6115  -1.4050  1.2684
C  -0.4026  -0.6930  1.7216
C  -0.6749  1.5896  -2.4641
C  2.3672  0.0330  -0.8406
N  0.8764  0.2313  -0.8018
S  0.3485  0.7276  0.8046
H  -0.5878  2.7574  -4.2805
H  -0.2190  -2.0345  4.7486
H  -2.9926  -2.9098  1.6496
H  0.9359  -0.6053  3.4058
H  -2.1107  -1.0896  0.3269
H  -1.3582  2.3384  -2.0394
H  -1.2970  0.6692  -2.5727
H  2.5739  -0.9891  -0.4193
H  2.9867  0.7805  -0.2494
H  2.7827  0.1628  -1.8473

Computed properties:
SMILES: C[N@+]([O-])(C(=O)CC=O)S(=O)(=O)c1ccncc1
Energy (eV): -33540.9458
F_max (eV Å⁻¹): 9.549

These are the Löwdin partial charges, in e, on atoms 1 to 5: number 1, O, carries 0.12; number 2, O, carries 0.14; number 3, O, carries -0.27; number 4, O, carries -0.33; number 5, O, carries -0.13

---

[3]
Below is C9H10N2SV as an isolated structure, with properties calculated with ωB97M-V/def2-TZVPD.

Element x y z (Å)
C  -0.0849  -0.2973  -1.8393
C  0.0770  1.0628  -1.4528
C  -1.1823  1.5643  -1.0006
C  -2.1688  0.5118  -1.1797
C  -1.5035  -0.6052  -1.7592
V  -0.7743  -0.1686  0.2215
C  2.6480  0.5930  0.7429
C  3.3682  -0.4979  0.9600
C  3.4681  -1.8042  1.1978
N  -1.5225  -1.5600  0.8117
H  -1.3469  2.5839  -0.6609
H  0.9905  1.6433  -1.5703
H  -3.2249  0.6044  -0.9546
H  -1.9150  -1.5596  -2.0596
H  0.7108  -0.9534  -2.1986
H  2.5203  0.9869  -0.2680
H  -1.2889  -2.5709  1.0064
H  2.1132  1.1018  1.5699
H  4.3590  -2.3840  1.3956
H  2.5864  -2.4477  1.1805
S  -1.0973  1.3413  2.0254
C  -2.7823  1.3797  1.9318
N  -3.9497  1.4758  1.9001

Computed properties:
Spin multiplicity: 2
Energy (eV): -48993.8935
F_max (eV Å⁻¹): 4.161

These are the Löwdin partial charges, in e, on atoms 1 to 5: number 1, C, carries -0.16; number 2, C, carries -0.18; number 3, C, carries -0.19; number 4, C, carries -0.18; number 5, C, carries -0.15

---

[4]
Below is an isolated ion of composition C9H10N3 and charge +1, with properties calculated with ωB97M-V/def2-TZVPD.

Element x y z (Å)
C  2.7974  2.4523  -0.5666
C  1.8614  2.1438  -1.5336
C  2.8725  1.7834  0.6971
C  0.9238  1.1528  -1.1389
C  1.9891  0.7606  1.0088
C  0.8724  0.4272  0.1449
C  -1.9557  -2.6365  1.2395
C  -2.2085  -1.7055  0.0490
C  -0.1874  -0.4599  0.4999
N  -1.6358  -3.1327  0.1449
N  -1.1205  -0.9318  -0.4116
N  -3.5064  -1.4636  -0.5349
H  3.5533  3.2279  -0.6264
H  1.9082  2.6179  -2.4589
H  3.5923  2.1030  1.4286
H  0.0867  0.9400  -1.8046
H  2.1364  0.2065  1.9639
H  -2.2041  -2.9658  2.2554
H  -0.2459  -0.8806  1.5335
H  -1.3092  -0.2947  -1.1977
H  -4.1573  -1.0187  0.1919
H  -4.0628  -2.3256  -0.8843

Computed properties:
SMILES: N[C@@]1(/[NH+]=C/c2ccccc2)C=N1
Energy (eV): -13955.4519
Total charge: +1
F_max (eV Å⁻¹): 5.342

These are the Löwdin partial charges, in e, on atoms 1 to 5: number 1, C, carries -0.02; number 2, C, carries -0.02; number 3, C, carries -0.04; number 4, C, carries 0.03; number 5, C, carries -0.01

---

[5]
Below is an isolated ion of composition C9H10N3O3 and charge -1, with properties calculated with ωB97M-V/def2-TZVPD.

Element x y z (Å)
C  3.2782  -0.0055  -0.3222
C  2.5694  -0.1046  -1.5585
C  1.2725  0.5083  0.6861
C  0.6146  0.2016  -0.4087
C  -1.3895  -1.7774  0.8095
C  -1.7910  1.7382  -0.3601
C  0.5640  0.9305  1.9793
C  -1.4924  0.0377  -2.0008
C  -1.1912  0.2740  -0.5460
N  2.6231  0.3630  0.7671
N  1.2586  -0.1053  -1.5446
N  -1.8112  -0.5773  0.4811
O  -2.6939  1.7881  0.4658
O  -0.5422  -2.4787  0.2527
O  -1.1972  2.6146  -1.0196
H  4.2741  -0.3587  -0.0475
H  3.1288  -0.3106  -2.5059
H  -1.9064  -2.2042  1.7760
H  1.3348  1.2272  2.7248
H  -0.1827  1.6693  1.6317
H  -0.0770  0.0391  2.3410
H  -0.6105  0.5430  -2.5469
H  -1.4785  -1.0027  -2.1996
H  -2.5142  0.4256  -2.3595
H  -2.5510  0.0558  0.8493

Computed properties:
SMILES: Cc1nccnc1[C@@](C)(NC=O)C(=O)[O-]
Energy (eV): -20108.7459
Total charge: -1
F_max (eV Å⁻¹): 6.108

These are the Löwdin partial charges, in e, on atoms 1 to 5: number 1, C, carries -0.13; number 2, C, carries -0.13; number 3, C, carries -0.30; number 4, C, carries -0.11; number 5, C, carries -0.42

---

[6]
Below is a 2-piece molecular cluster, C9H10N3O3 overall, with properties calculated with ωB97M-V/def2-TZVPD.

Element x y z (Å)
C  -2.5028  2.6796  0.5162
C  -1.1911  2.3781  0.6353
C  -3.3938  1.6507  0.2465
C  -1.4283  0.1128  -0.0663
C  -0.5614  1.1226  0.2971
C  -2.8582  0.3736  0.0562
C  1.4254  -1.0687  -0.2823
C  1.4938  -3.4874  0.5668
C  1.4761  -2.3587  -0.4966
N  1.5302  0.0624  0.1152
N  0.7190  1.1870  0.2863
N  -3.7335  -0.6976  -0.2523
O  2.6185  3.1357  -1.0771
O  -4.8951  -0.4672  -0.5031
O  -3.3085  -1.8387  -0.3443
H  -2.9000  3.7512  0.5926
H  -0.3682  3.1687  0.7593
H  -4.4140  1.8010  0.2298
H  -1.1361  -0.9706  -0.1597
H  2.2269  2.3742  -0.6882
H  0.6346  -3.2701  1.2397
H  2.2931  -3.3784  1.2580
H  1.4788  -4.4264  0.1484
H  1.3647  -2.6932  -1.5426
H  1.8558  3.8146  -1.1628

Computed properties:
Energy (eV): -20103.2563
Total charge: -1
F_max (eV Å⁻¹): 4.523

These are the Löwdin partial charges, in e, on atoms 1 to 5: number 1, C, carries -0.13; number 2, C, carries -0.05; number 3, C, carries -0.06; number 4, C, carries 0.05; number 5, C, carries -0.39

---

[7]
Below is an isolated molecule of C9H10N4O4, with properties calculated with ωB97M-V/def2-TZVPD.

Element x y z (Å)
N  -0.4153  -3.9113  0.0213
C  -0.6760  -2.7950  0.0620
C  -0.9375  -1.4112  0.1249
C  -2.2012  -0.8963  -0.0847
C  -2.3760  0.4859  -0.0059
C  -1.2733  1.2929  0.2791
N  -0.0687  0.8158  0.4756
C  0.1338  -0.5064  0.4122
N  1.3652  -0.9654  0.6640
H  1.5497  -1.9414  0.4775
C  2.5013  -0.0980  0.8402
H  3.2161  -0.5924  1.5031
H  2.1590  0.8324  1.2954
C  3.1787  0.2306  -0.5050
O  3.7168  -0.9142  -1.1160
H  4.4714  -1.2259  -0.6018
C  4.2452  1.3232  -0.3039
O  3.7215  2.4939  0.2587
H  3.0627  2.8688  -0.3371
H  5.0039  0.9703  0.4019
H  4.7333  1.5209  -1.2686
H  2.4111  0.5918  -1.2002
H  -1.3864  2.3666  0.3439
N  -3.6660  1.0641  -0.2182
O  -3.7553  2.2741  -0.1603
O  -4.5904  0.3091  -0.4419
H  -3.0429  -1.5360  -0.3066

Computed properties:
SMILES: N#Cc1cc([N+](=O)[O-])cnc1NC[C@H](O)CO
Energy (eV): -23642.5214
F_max (eV Å⁻¹): 1.205

These are the Löwdin partial charges, in e, on atoms 1 to 5: number 1, N, carries 0.18; number 2, C, carries -0.19; number 3, C, carries -0.14; number 4, C, carries 0.08; number 5, C, carries -0.13

---

[8]
Below is an isolated molecule of C9H10NOP, with properties calculated with ωB97M-V/def2-TZVPD.

Element x y z (Å)
C  -2.8764  1.0325  0.4259
C  -2.3720  2.1669  -0.0828
C  -2.1166  -0.1611  0.5334
C  -0.9965  2.2307  -0.4404
C  -0.8460  -0.1912  0.1105
C  -0.2347  1.0461  -0.3611
C  0.1809  -1.2716  0.1535
C  2.7858  -0.8720  0.0273
C  1.4104  -0.7727  -0.6674
N  1.0862  0.9919  -0.7816
O  2.8310  0.2080  0.9546
P  2.2800  1.6180  0.2431
H  -3.9418  0.9494  0.8501
H  -2.9923  3.1788  -0.0983
H  -2.6247  -1.0129  0.9150
H  -0.4169  3.1710  -0.8182
H  0.4312  -1.4033  1.2203
H  -0.3639  -2.1506  -0.3565
H  3.1660  -1.7573  0.6195
H  3.5329  -0.7177  -0.7872
H  1.5656  -1.2190  -1.6820
H  3.3326  1.5937  -0.7476

Computed properties:
SMILES: c1ccc2c(c1)C[C@@H]1COPN21
Energy (eV): -22320.1505
F_max (eV Å⁻¹): 4.387

These are the Löwdin partial charges, in e, on atoms 1 to 5: number 1, C, carries -0.13; number 2, C, carries -0.13; number 3, C, carries -0.06; number 4, C, carries -0.04; number 5, C, carries -0.20

---

[9]
Below is C9H10O2 as an isolated structure, with properties calculated with ωB97M-V/def2-TZVPD.

Element x y z (Å)
C  1.6030  -0.0279  0.7098
C  2.7971  0.5160  0.3583
C  2.1311  -1.4059  0.4095
C  3.4572  -0.7195  -0.0923
C  -2.3424  -1.2546  1.2671
C  -2.3693  0.0982  0.4251
C  -1.9121  -0.9417  -0.1975
C  3.2482  1.9532  0.1197
C  -1.7749  -1.3719  -1.6234
O  1.8050  -2.5412  0.6123
O  4.5554  -0.9741  -0.4975
H  -1.5567  -1.4913  1.8794
H  -3.1337  -1.8622  1.5692
H  0.6442  0.2610  1.1276
H  -2.4512  1.1070  0.6483
H  2.5027  2.6105  -0.2947
H  4.0883  2.0105  -0.5954
H  3.3386  2.3437  1.1176
H  -2.3545  -0.7844  -2.3251
H  -1.9790  -2.4895  -1.7164
H  -0.6678  -1.1135  -1.8020

Computed properties:
Energy (eV): -13584.5605
F_max (eV Å⁻¹): 3.962

These are the Löwdin partial charges, in e, on atoms 1 to 5: number 1, C, carries 0.13; number 2, C, carries -0.16; number 3, C, carries -0.31; number 4, C, carries -0.28; number 5, C, carries -0.06

---

[10]
Below is C9H10O3 as an isolated structure, with properties calculated with ωB97M-V/def2-TZVPD.

Element x y z (Å)
C  -2.3271  0.5548  -0.2908
C  -0.3088  -0.2523  -0.4435
C  0.4757  0.8562  -0.5808
C  -0.2185  1.8978  -1.4654
C  1.8133  0.7633  -0.0821
C  2.2949  -0.4334  0.6185
C  1.4084  -1.5330  0.7425
C  0.0708  -1.3603  0.4073
C  -1.2157  -1.9837  1.1441
H  -1.6728  1.4824  0.1579
H  -3.1514  0.6822  -1.0105
H  -2.7213  0.0294  0.5887
H  -1.4672  1.6673  -1.7336
H  0.3866  1.7938  -2.7027
H  0.3497  3.1171  -1.0701
H  2.6784  1.4737  -0.4175
H  3.2660  -1.2363  1.9221
H  1.7187  -2.4242  1.2161
H  -2.2593  -1.3840  1.1090
O  -1.6065  -0.2829  -0.9807
O  3.5595  -0.4291  1.1655
O  -1.0735  -2.9988  1.7059

Computed properties:
Energy (eV): -15630.3540
F_max (eV Å⁻¹): 5.893

These are the Löwdin partial charges, in e, on atoms 1 to 5: number 1, C, carries -0.24; number 2, C, carries -0.24; number 3, C, carries -0.29; number 4, C, carries -0.10; number 5, C, carries 0.05